{
  "formula": "C72H180N12",
  "method": "ωB97M-V/def2-TZVPD",
  "symbols": ["N", "N", "N", "N", "N", "N", "N", "N", "N", "N", "N", "N", "C", "C", "C", "C", "C", "C", "C", "C", "C", "C", "C", "C", "C", "C", "C", "C", "C", "C", "C", "C", "C", "C", "C", "C", "C", "C", "C", "C", "C", "C", "C", "C", "C", "C", "C", "C", "C", "C", "C", "C", "C", "C", "C", "C", "C", "C", "C", "C", "C", "C", "C", "C", "C", "C", "C", "C", "C", "C", "C", "C", "C", "C", "C", "C", "C", "C", "C", "C", "C", "C", "C", "C", "H", "H", "H", "H", "H", "H", "H", "H", "H", "H", "H", "H", "H", "H", "H", "H", "H", "H", "H", "H", "H", "H", "H", "H", "H", "H", "H", "H", "H", "H", "H", "H", "H", "H", "H", "H", "H", "H", "H", "H", "H", "H", "H", "H", "H", "H", "H", "H", "H", "H", "H", "H", "H", "H", "H", "H", "H", "H", "H", "H", "H", "H", "H", "H", "H", "H", "H", "H", "H", "H", "H", "H", "H", "H", "H", "H", "H", "H", "H", "H", "H", "H", "H", "H", "H", "H", "H", "H", "H", "H", "H", "H", "H", "H", "H", "H", "H", "H", "H", "H", "H", "H", "H", "H", "H", "H", "H", "H", "H", "H", "H", "H", "H", "H", "H", "H", "H", "H", "H", "H", "H", "H", "H", "H", "H", "H", "H", "H", "H", "H", "H", "H", "H", "H", "H", "H", "H", "H", "H", "H", "H", "H", "H", "H", "H", "H", "H", "H", "H", "H", "H", "H", "H", "H", "H", "H", "H", "H", "H", "H", "H", "H", "H", "H", "H", "H", "H", "H", "H", "H", "H", "H", "H", "H", "H", "H", "H", "H", "H", "H"],
  "coordinates": [[-8.33, -13.40, -10.54], [-5.88, -14.14, -3.93], [-2.14, -12.62, -11.05], [-8.77, -0.96, -9.87], [-3.73, -7.41, -12.36], [-0.97, -10.40, -6.13], [-11.20, -10.54, -5.89], [-5.83, -7.90, -7.72], [-9.74, -4.47, -4.29], [-10.65, -6.77, -11.15], [-5.86, -7.29, -2.81], [-2.46, -2.45, -6.55], [-6.25, -6.59, -8.25], [-3.63, -2.96, -5.87], [-1.26, -4.61, -7.00], [-5.50, -5.74, -12.45], [-2.35, -10.68, -4.05], [-2.31, -7.56, -12.14], [-6.80, -14.64, -4.96], [-6.14, -8.70, -3.17], [-4.21, -8.13, -13.52], [-3.53, -3.10, -4.32], [-1.40, -11.36, -10.80], [-3.55, -12.58, -10.52], [-8.25, -1.12, -11.25], [-2.07, -12.99, -12.46], [-5.61, -7.61, -0.37], [-4.33, -9.64, -13.39], [-0.85, -8.16, -7.24], [-5.14, -5.52, -8.40], [-10.73, -4.47, -5.37], [-10.28, -5.33, -11.10], [-12.07, -7.01, -11.46], [-6.19, -12.75, -3.54], [-9.26, -1.42, -12.32], [-2.50, -14.46, -12.67], [-1.24, -3.21, -6.35], [-12.42, -10.40, -6.68], [-9.55, -13.87, -8.45], [-12.32, -8.49, -11.73], [-7.54, -12.32, -11.12], [-4.48, -6.93, -3.21], [-8.52, -5.26, -4.53], [-8.09, -15.18, -12.30], [-1.91, -7.44, -10.65], [-4.36, -6.83, -4.76], [-10.40, -4.84, -3.06], [-2.32, -10.30, -5.59], [-11.11, -11.95, -5.45], [-3.53, -12.54, -8.99], [-8.82, -5.09, -11.48], [-0.86, -9.66, -7.47], [-1.71, -1.11, -8.51], [-8.44, -11.06, -11.29], [-9.74, -12.33, -4.87], [-6.90, -2.24, -8.61], [-10.58, -7.38, -8.73], [-4.03, -6.00, -12.38], [-9.70, 0.16, -9.75], [-2.79, -2.04, -7.93], [-9.57, -4.38, -1.82], [-4.44, -14.19, -4.24], [-6.51, -10.10, -6.83], [-5.55, -12.30, -2.22], [-0.64, -11.85, -6.27], [-12.14, -10.82, -8.17], [0.11, -11.53, -11.00], [-7.38, -4.21, -4.65], [-4.11, -13.68, -5.70], [-8.37, -13.16, -9.07], [-7.00, -8.71, -7.43], [0.70, -12.17, -7.01], [-10.02, -7.61, -10.11], [-5.15, -9.19, -9.83], [-6.60, -16.13, -5.18], [-6.21, -6.78, -1.50], [-11.06, -8.17, -5.06], [-7.65, -0.89, -8.87], [-10.21, -3.83, -6.62], [-7.54, -9.06, -2.71], [-11.20, -9.65, -4.66], [-10.51, 0.28, -8.49], [-7.76, -14.72, -10.86], [-4.76, -8.53, -8.53], [-6.78, -6.62, -9.21], [-3.83, -7.71, -2.82], [-1.97, -15.11, -11.98], [-7.46, -13.40, -8.52], [-5.75, -4.71, -12.22], [-7.42, -14.64, -12.97], [-4.17, -9.14, -7.85], [-12.09, -9.75, -4.05], [-11.37, -12.66, -6.25], [-2.91, -13.32, -8.55], [-6.15, -2.14, -7.83], [-3.58, -14.56, -12.70], [-11.02, -0.64, -8.20], [-6.26, -10.72, -7.69], [-10.36, -6.37, -8.38], [-13.03, -10.61, -8.75], [-3.67, -1.41, -7.92], [-7.89, -10.13, -11.44], [-4.46, -5.56, -7.55], [-8.64, -12.13, -8.84], [-10.89, -4.74, -11.79], [-7.72, -10.08, -3.05], [-5.78, -10.08, -9.72], [-6.16, -8.82, -4.26], [-7.35, -10.58, -6.34], [-1.92, -5.33, -6.52], [-6.10, -7.28, 0.55], [-4.46, -2.33, -6.20], [-3.29, -2.15, -3.84], [-8.01, -0.50, -7.92], [-6.69, -14.65, -10.67], [-6.09, -11.48, -1.75], [-0.56, -12.33, -5.30], [0.89, -13.19, -6.68], [-5.41, -9.43, -2.83], [-4.46, -3.42, -3.86], [-10.17, -8.11, -5.68], [-11.60, -3.91, -5.03], [-4.27, -5.93, -2.83], [-11.26, 1.06, -8.60], [-1.52, -4.51, -8.06], [-2.75, -3.76, -3.93], [-1.44, -0.30, -7.84], [-6.78, -14.06, -5.88], [-9.70, -13.39, -4.61], [-1.88, -0.68, -9.50], [-5.93, -5.73, -1.42], [-7.85, -16.24, -12.40], [-10.36, -9.85, -3.99], [-9.78, -13.55, -7.44], [-11.39, -4.37, -3.01], [-10.98, -3.73, -7.38], [0.06, -9.93, -7.98], [-5.98, -12.06, -4.35], [-3.57, -7.92, -14.38], [-5.17, -6.24, -5.20], [-3.07, -10.87, -6.12], [-8.21, -5.92, -3.73], [-5.74, -8.52, -10.46], [-4.51, -11.98, -2.27], [-11.00, -5.48, -5.65], [-3.05, -13.44, -5.78], [0.03, -7.87, -6.67], [-4.43, -7.82, -5.21], [-8.96, -7.37, -10.07], [-0.88, -7.79, -10.66], [-3.55, -5.53, -11.52], [-4.06, -13.49, -10.84], [-0.77, -7.55, -8.14], [-9.52, -11.82, -3.93], [-10.49, -4.87, -10.13], [-9.01, -10.87, -10.39], [-11.87, -12.04, -4.67], [-3.55, -5.56, -13.25], [-1.47, -12.35, -6.77], [-9.44, -3.30, -1.87], [-7.12, -3.79, -3.67], [-9.90, -2.81, -6.38], [-3.33, -10.08, -13.38], [-9.33, -4.29, -7.07], [-11.90, -7.80, -5.65], [-7.83, -14.62, -4.59], [-6.34, -2.63, -9.46], [-2.26, -11.73, -3.79], [-12.33, -6.45, -12.35], [-3.31, -10.38, -3.64], [-5.48, -4.49, -8.47], [-10.51, -13.70, -8.94], [-11.38, -10.20, -8.65], [-10.00, -8.67, -10.37], [-13.36, -8.58, -12.07], [-2.99, -2.91, -8.55], [-4.25, -9.51, -10.36], [-2.78, -12.36, -13.00], [-2.68, -9.27, -5.66], [-4.55, -12.62, -8.63], [-7.68, -0.22, -11.48], [-8.04, -15.39, -10.05], [-1.55, -10.07, -3.62], [-8.87, -12.08, -5.47], [-4.43, -14.36, -6.49], [-7.30, -6.86, -1.53], [-13.26, -10.96, -6.27], [-1.58, -10.93, -9.81], [-11.69, -8.81, -12.56], [-3.79, -13.67, -3.54], [-3.96, -7.83, -8.78], [-6.90, -0.16, -9.19], [-8.15, -5.72, -10.90], [-3.40, -6.41, -5.06], [-5.54, -13.15, -1.54], [0.41, -12.24, -10.23], [-3.89, -3.98, -6.14], [-7.59, -3.37, -5.31], [-6.73, -12.01, -10.47], [-5.83, -8.68, -0.42], [-7.59, -3.03, -8.33], [-0.28, -5.07, -7.03], [-2.03, -8.56, -12.47], [-1.70, -10.63, -11.56], [-10.45, 0.11, -10.54], [-9.88, -2.25, -11.96], [-0.92, -3.33, -5.32], [-1.70, -9.97, -8.09], [-4.25, -15.26, -4.28], [-11.84, -11.87, -8.19], [-4.21, -11.85, -10.99], [-9.42, -14.95, -8.42], [-9.18, -11.18, -12.08], [-6.02, -5.91, -13.39], [-4.78, -10.04, -14.30], [-5.19, -7.78, -13.87], [-12.79, -9.38, -6.71], [-6.48, -4.69, -5.05], [-7.55, -1.95, -11.24], [-5.62, -16.45, -5.52], [-8.55, -4.78, -1.77], [-9.12, -15.00, -12.59], [-2.15, -14.71, -13.67], [-6.12, -6.27, -11.73], [-4.54, -5.64, -9.30], [-10.97, -7.58, -4.15], [-6.77, -16.66, -4.25], [-7.41, -16.45, -5.84], [-10.13, -7.96, -7.93], [-8.58, -5.83, -5.46], [-4.70, -12.78, -5.85], [-7.26, -12.70, -3.35], [-9.15, 1.09, -9.92], [-1.71, -7.73, -6.72], [0.60, -10.56, -10.88], [0.60, -12.16, -8.10], [-9.95, -0.59, -12.50], [-10.59, -5.91, -2.96], [-12.28, -9.08, -10.82], [-12.72, -6.62, -10.68], [-8.83, -1.68, -13.28], [-4.91, -9.98, -12.53], [-0.77, -1.65, -8.65], [-5.66, -10.01, -6.16], [-8.73, -5.30, -12.55], [-1.75, -6.85, -12.75], [-9.85, 0.62, -7.69], [1.51, -11.47, -6.79], [0.39, -11.92, -11.98], [-11.66, -7.52, -8.78], [-1.93, -6.44, -10.23], [-7.61, -8.27, -6.64], [-7.66, -9.04, -1.63], [-7.21, -12.62, -12.12], [-1.14, -12.73, -12.95], [-2.37, -8.18, -9.99], [-8.31, -8.39, -3.10], [-7.64, -8.77, -8.31], [-10.05, -4.51, -0.85], [-4.52, -7.55, -0.33], [-8.53, -4.06, -11.28], [-6.95, -6.31, -7.46], [-0.46, -2.61, -6.82], [-3.13, -11.66, -8.50]],
  "homo_energy_ev": [-9.54, -9.54],
  "s_squared": 0.7544,
  "energy_ha": -3507.81901,
  "spin_multiplicity": 2,
  "total_charge": 1,
  "largest_force_ha_per_bohr": 0.0621,
  "homo_lumo_gap_ev": [7.49, 2.97]
}